No. 1
DFT (wB97M-V/def2-TZVPD) results for C4H4 as an isolated structure in a non-equilibrium geometry.

The geometry in XYZ format:
```
8
Properties=species:S:1:pos:R:3:mulliken_charge:R:1
C -0.81104 -0.47847 -0.02095 0.88
C 0.41575 -0.89039 -0.02725 0.76
C -2.03257 -0.05784 -0.00226 -1.13
C 1.63756 -1.24652 -0.00230 -1.02
H -2.80641 -0.50890 -0.60541 0.26
H -2.34272 0.77079 0.61643 0.26
H 2.74261 1.32105 0.31558 -0.05
H 3.19684 1.09029 -0.27385 0.05
```

ΔE to the lowest compared entry with this formula, charge and spin in eV: 4.052
Highest occupied orbital energy in eV: -9.693
Frontier orbital gap in Eh: 0.2994
Largest force on an atom in Eh/bohr: 0.0245
E in eV: -4206.10707

---

No. 2
DFT (wB97M-V/def2-TZVPD) results for C25H30N2O3 as an isolated structure in a non-equilibrium geometry.

The geometry in XYZ format:
```
60
Properties=species:S:1:pos:R:3:mulliken_charge:R:1
C -3.58872 3.29604 1.10549 -1.07
C -2.26726 3.96392 0.90490 -0.37
O -1.28603 2.92546 0.75449 -0.15
C -0.06218 3.47678 0.56413 -0.14
C 0.99995 2.38270 0.62418 1.18
C 2.31966 2.89581 0.10164 0.40
C 3.55314 2.24874 0.67306 -1.14
O 2.35214 3.72556 -0.79570 -0.60
O 0.09500 4.68277 0.45219 -0.61
H -4.39681 4.02697 1.14297 0.41
H -3.80839 2.60104 0.29114 0.14
H -3.62139 2.75315 2.05568 0.31
H -2.24766 4.59559 0.01468 0.33
H -1.97080 4.54425 1.78092 0.37
H 1.04402 1.99261 1.65102 0.41
H 3.60933 1.20669 0.33101 0.26
H 4.44678 2.76541 0.28189 0.39
H 3.54414 2.25489 1.76611 0.30
C -4.67996 -1.97303 -3.54980 -1.03
N -4.08265 -0.74523 -3.09402 0.07
C -4.46576 0.55006 -3.62930 -0.71
C -3.51209 1.54584 -2.93138 -0.58
C -2.63677 0.69208 -2.09104 0.74
C -3.07159 -0.64858 -2.19230 0.24
C -2.46522 -1.65548 -1.42308 -1.60
C -1.39980 -1.30090 -0.61451 -0.73
C -0.84313 0.03708 -0.58450 1.02
C 0.35246 0.39309 0.06470 -0.22
C 1.27968 -0.58799 0.51472 0.86
C 2.02958 -0.46043 1.72174 -0.42
C 2.90076 -1.44900 2.10958 1.17
C 3.03023 -2.65282 1.37343 0.28
N 3.88482 -3.49003 2.00246 0.03
C 4.21876 -4.85106 1.63613 -1.03
C 4.45208 -2.91370 3.20278 -0.74
C 3.81178 -1.50893 3.28029 -0.81
C 2.30382 -2.82656 0.18368 -1.31
C 1.47182 -1.81475 -0.23061 -1.65
C -1.53551 1.02801 -1.34874 -0.69
H -4.05728 -2.81290 -3.22756 0.30
H -5.69366 -2.10866 -3.14602 0.30
H -4.74792 -1.97270 -4.64529 0.32
H -4.35368 0.58422 -4.72139 0.33
H -5.51587 0.78206 -3.40567 0.34
H -2.94353 2.14361 -3.65070 0.36
H -4.07736 2.25665 -2.31375 0.12
H -2.82622 -2.67755 -1.48870 0.26
H -0.89757 -2.07052 -0.03453 0.72
H 0.70495 1.50360 -0.23943 -0.50
H 1.90152 0.39722 2.38638 0.45
H 3.46776 -5.24407 0.94331 0.33
H 5.20919 -4.92048 1.16216 0.28
H 4.23893 -5.46830 2.54352 0.32
H 4.20943 -3.52320 4.08519 0.34
H 5.54841 -2.85760 3.14293 0.33
H 4.59749 -0.74208 3.25416 0.20
H 3.26280 -1.36828 4.21414 0.34
H 2.44335 -3.73660 -0.40094 0.25
H 0.91866 -1.91467 -1.15964 0.77
H -1.14763 2.04422 -1.39819 0.52
```

ΔE to the lowest compared entry with this formula, charge and spin in eV: 6.762
Highest occupied orbital energy in eV: -5.552
Frontier orbital gap in Eh: 0.1800
Largest force on an atom in Eh/bohr: 0.0899
E in eV: -35529.36776